An isolated molecule of C5H8N2, computed with ωB97M-V/def2-TZVPD.

Last column: Löwdin charge in e.
Element x y z (Å)
1 C 2.17 0.24 -0.01  -0.007
2 N 0.73 -0.01 0.04  -0.193
3 C 0.22 -1.22 0.05  -0.081
4 C -1.26 -1.08 -0.08  -0.095
5 C -1.49 0.43 0.08  -0.420
6 N -2.68 0.90 0.19  0.069
7 C -0.18 1.00 0.00  -0.063
8 H 2.71 -0.67 0.27  0.092
9 H 2.44 0.54 -1.02  0.102
10 H 2.41 1.04 0.69  0.097
11 H 0.85 -2.11 0.06  0.116
12 H -1.86 -1.70 0.58  0.120
13 H -1.55 -1.31 -1.11  0.132
14 H -2.65 1.92 0.20  0.028
15 H 0.14 2.03 0.08  0.103

Calculated values
- LUMO level: 0.02744 hartree
- Total energy: -8292.851 eV
- Spin multiplicity: 1
- Highest occupied orbital energy: -0.249 hartree
- ΔE to the lowest compared entry with this formula, charge and spin: 49.47 kcal per mole
- Molecular weight: 96.133 g/mol